17
Properties=species:S:1:pos:R:3:forces:R:3:mulliken_charge:R:1 method="wB97M-V/def2-TZVPD" smiles="C=CN(N)COC" mol_weight_g_mol=102.137 e_homo_ev=-8.23 relative_energy_ev=3.6289 lumo_energy_ev=0.942 total_energy_ev=-9335.35861
C -0.994767 2.394696 -0.509492 -0.120 0.302 0.180 -0.904
C 0.181214 1.783502 -0.539046 0.205 -0.126 -0.107 0.167
N 0.462730 0.505678 -0.088054 0.307 -0.249 -0.477 0.307
N 1.834374 0.192202 0.023931 0.371 0.072 1.252 -0.746
C -0.378589 -0.150877 0.847120 1.417 -2.932 0.341 -0.631
O 0.074058 -1.627862 0.895085 -1.406 2.251 0.089 -0.338
C -0.351452 -2.374764 -0.219983 0.069 0.208 -0.550 -0.656
H -1.874925 1.959411 -0.080845 -0.294 -0.135 0.165 0.216
H -1.080842 3.404164 -0.866184 0.010 0.109 -0.231 0.238
H 1.045238 2.255248 -0.987890 0.038 -0.016 0.076 0.345
H 2.007920 -0.715181 -0.400676 -0.235 0.114 -0.004 0.262
H 2.030807 0.035812 1.041603 -0.005 0.297 -1.078 0.268
H -1.429009 -0.029953 0.578338 0.088 -0.244 0.143 0.410
H -0.148841 0.104256 1.890202 -0.303 0.326 -0.106 0.266
H -0.035298 -3.415627 -0.082231 -0.089 0.279 0.070 0.242
H -1.438844 -2.330339 -0.348661 0.003 -0.124 0.084 0.267
H 0.096225 -1.990366 -1.153216 -0.057 -0.130 0.153 0.288


17
Properties=species:S:1:pos:R:3:forces:R:3:mulliken_charge:R:1 method="wB97M-V/def2-TZVPD" smiles="NCCCC(N)=O" mol_weight_g_mol=102.137 e_homo_ev=-9.67 relative_energy_ev=2.3529 lumo_energy_ev=0.778 total_energy_ev=-9336.63457
N 1.663818 -0.178106 -1.198434 0.212 0.104 0.040 -0.578
C 0.255995 -0.583060 -1.378355 -1.822 -1.110 0.083 -0.516
C -0.929223 0.350968 -0.948986 0.038 1.850 -0.342 -0.610
C -0.717058 0.983346 0.496988 -1.198 1.686 -0.371 -0.529
C -0.580553 0.096564 1.856399 -3.214 -0.971 -0.054 0.398
N 0.646839 -0.470316 2.272193 -2.006 2.659 -1.789 -0.442
O -1.651469 -0.141857 2.516544 3.997 1.196 -2.072 -0.598
H 1.885771 0.508827 -1.914480 -0.146 0.307 0.249 0.240
H 2.345135 -0.927326 -1.442010 -1.195 0.316 0.473 0.231
H -0.063334 -1.381837 -0.623350 1.374 -0.084 -1.643 0.304
H 0.109163 -0.793884 -2.478409 -0.332 -0.645 1.277 0.315
H -1.955341 -0.111983 -0.914517 1.379 -0.438 -0.371 0.308
H -1.088294 1.200180 -1.763696 0.514 -1.198 1.975 0.320
H -1.704585 1.645544 0.600051 2.247 -1.461 0.397 0.280
H 0.121386 1.696311 0.300332 -0.391 -0.619 0.976 0.353
H 0.452634 -1.007845 3.048810 -0.165 -1.565 1.883 0.262
H 1.209116 -0.885525 1.570919 0.707 -0.025 -0.709 0.263


17
Properties=species:S:1:pos:R:3:forces:R:3:mulliken_charge:R:1 method="wB97M-V/def2-TZVPD" smiles="C=N[C@H](C)N(C)O" mol_weight_g_mol=102.137 e_homo_ev=-9.11 relative_energy_ev=4.9748 lumo_energy_ev=0.932 total_energy_ev=-9334.01271
C -2.094558 1.287045 -0.134103 0.610 -0.263 -0.016 -0.296
N -1.085272 0.962024 -0.831155 1.530 0.484 0.765 -0.558
C 0.367288 0.635116 0.000434 -3.953 1.286 -2.798 0.489
C 1.425353 0.400268 -1.057965 0.409 -0.070 -0.269 -1.308
N -0.107823 -0.391003 0.840494 3.564 -0.588 1.917 -0.166
C -0.351950 -1.687190 0.219422 0.057 -0.296 0.194 -0.826
O 1.395332 -0.539470 1.544313 -2.421 -0.416 -0.189 -0.520
H -2.142032 1.217309 0.963700 0.167 0.206 -0.158 0.255
H -3.004535 1.646489 -0.637540 0.271 -0.340 0.023 0.277
H 0.534455 1.560381 0.554098 0.017 -0.302 0.110 0.489
H 2.350891 0.917012 -0.788977 -0.153 -0.067 0.009 0.254
H 1.099323 0.768384 -2.035338 -0.123 0.120 0.286 0.426
H 1.694383 -0.646591 -1.211589 -0.173 0.038 0.235 0.265
H -1.140955 -1.596245 -0.534001 0.172 0.272 0.116 0.344
H 0.534941 -2.124552 -0.244959 -0.044 0.101 0.019 0.288
H -0.718657 -2.369360 0.989398 0.141 0.109 -0.032 0.292
H 1.243817 -0.039618 2.363768 -0.070 -0.273 -0.211 0.298


17
Properties=species:S:1:pos:R:3:forces:R:3:mulliken_charge:R:1 method="wB97M-V/def2-TZVPD" mol_weight_g_mol=102.137 e_homo_ev=-6.64 relative_energy_ev=7.0949 lumo_energy_ev=-3.165 total_energy_ev=-9331.89261
C -3.008442 -0.865551 0.373127 1.519 -0.162 1.207 -0.769
N -2.642406 0.488496 0.654107 -0.230 0.095 -0.694 -0.421
C -0.026141 0.720613 -0.400478 0.844 -1.224 -0.497 -0.819
C 1.410196 0.730056 -0.739900 -2.148 -0.064 0.578 -0.270
C 2.225878 -0.300763 -0.171822 2.542 -0.874 0.517 0.657
N 3.613140 -0.210169 -0.448143 -0.622 0.720 -0.080 -0.490
O 1.881756 -1.234462 0.552546 -0.906 0.620 -0.450 -0.608
H -2.436681 -1.447841 1.135325 -0.186 -0.289 0.067 0.323
H -2.608959 -1.279857 -0.553515 -0.355 0.515 -0.317 0.295
H -4.034555 -1.167767 0.567691 -0.389 0.167 -0.164 0.343
H -3.074929 0.756207 1.541806 -0.099 -0.106 -0.095 0.202
H -0.697914 0.836222 -1.254370 -0.105 0.682 0.070 0.381
H -0.339061 -0.222001 0.048804 0.434 0.066 0.032 0.161
H -0.186960 1.497452 0.363088 -0.605 0.383 -0.089 0.272
H 1.808076 1.605693 -1.237001 0.332 -0.155 0.056 0.256
H 3.942606 0.708291 -0.716936 -0.010 -0.143 -0.059 0.231
H 4.174388 -0.614611 0.285679 -0.014 -0.230 -0.081 0.256


17
Properties=species:S:1:pos:R:3:forces:R:3:mulliken_charge:R:1 method="wB97M-V/def2-TZVPD" smiles="CN(C=O)CCN" mol_weight_g_mol=102.137 e_homo_ev=-9.34 relative_energy_ev=2.5791 lumo_energy_ev=0.836 total_energy_ev=-9336.40837
C -0.532930 -0.341449 -1.588699 0.198 -3.188 -2.479 -0.901
N -0.619321 0.513309 -0.432891 1.917 2.369 1.268 0.152
C -0.186455 1.865935 -0.661420 -3.172 -2.241 -1.334 0.098
O -0.181995 2.267240 -1.799876 1.264 0.643 -0.148 -0.521
C -0.690164 -0.033347 1.008282 -1.646 -1.357 -2.820 -0.811
C 0.383792 -1.095442 1.240291 0.839 0.672 0.686 -0.407
N 1.746396 -0.439316 1.241349 -1.565 1.504 0.465 -0.624
H -1.367878 -1.102922 -1.632974 0.813 0.539 0.809 0.319
H 0.451371 -0.972243 -1.811435 -1.553 1.269 1.280 0.241
H -0.673331 0.038332 -2.650659 0.094 0.982 1.870 0.277
H -0.304498 2.574806 0.146230 0.644 -0.081 1.030 0.328
H -0.662155 0.775374 1.755279 -0.037 -0.165 -0.555 0.355
H -1.727812 -0.529274 0.954289 1.430 0.657 0.849 0.312
H 0.161933 -1.633488 2.195534 0.450 0.642 -0.459 0.320
H 0.326713 -1.858094 0.487527 -0.057 -0.290 -0.561 0.310
H 1.541149 0.581263 1.103122 0.478 -1.158 0.522 0.253
H 2.335179 -0.610683 0.446049 -0.098 -0.799 -0.425 0.296


17
Properties=species:S:1:pos:R:3:forces:R:3:mulliken_charge:R:1 method="wB97M-V/def2-TZVPD" mol_weight_g_mol=102.137 e_homo_ev=-9.14 relative_energy_ev=2.0661 lumo_energy_ev=0.939 total_energy_ev=-9336.92134
N 1.235725 -0.527791 1.147786 0.412 -0.302 0.082 -0.337
C 0.815520 0.568743 0.479304 -1.270 -0.202 -0.049 0.094
N 0.240535 0.622802 -0.660226 0.724 0.698 -0.571 -0.622
C 0.182517 -0.542795 -1.531964 -0.223 -0.009 0.605 -0.631
C 1.601656 -0.852808 -1.911533 0.077 0.104 -0.127 0.132
O 2.315140 -1.604139 -1.292302 -0.034 -0.145 -0.065 -0.509
H 1.663613 -0.418020 2.050389 0.036 0.022 -0.078 0.227
H 1.473430 -1.357481 0.622577 0.094 0.028 0.069 0.215
H 0.743774 1.476892 1.066948 0.331 0.102 0.147 0.419
H -0.279080 -1.393559 -1.015600 0.048 -0.144 -0.136 0.308
H -0.410182 -0.260792 -2.403593 0.048 -0.166 0.014 0.335
H 2.000523 -0.253671 -2.748740 0.106 -0.046 -0.038 0.344
C -2.331767 0.923708 1.238928 0.963 -0.234 -1.361 -0.976
H -1.732608 0.961653 0.254494 -1.278 0.265 1.606 0.192
H -3.399224 0.832797 1.078267 -0.128 0.026 -0.174 0.317
H -2.136776 1.787675 1.867252 0.102 0.163 -0.106 0.254
H -1.982795 0.036786 1.758014 -0.008 -0.161 0.185 0.239


17
Properties=species:S:1:pos:R:3:forces:R:3:mulliken_charge:R:1 method="wB97M-V/def2-TZVPD" smiles="CNC(=O)[C@@H](C)N" mol_weight_g_mol=102.137 e_homo_ev=-9.35 relative_energy_ev=1.5088 lumo_energy_ev=0.837 total_energy_ev=-9337.47862
C -0.269387 1.746313 -1.477681 -1.323 -0.860 -0.932 -0.849
N -0.345849 0.280254 -1.647673 -0.070 2.051 0.370 -0.134
C -0.255310 -0.617151 -0.642219 0.738 -0.795 -0.905 0.358
O -0.136486 -1.812252 -0.891816 -0.559 0.357 0.221 -0.642
C -0.006623 -0.129075 0.786563 0.730 -1.049 1.174 0.387
C -0.499140 -1.215029 1.734456 0.264 -1.944 0.167 -1.683
N 1.476281 -0.008847 0.961681 -1.039 0.038 0.004 -0.644
H -0.149067 2.013528 -0.439537 0.292 0.189 0.004 0.345
H 0.486092 2.134627 -2.154378 0.382 0.193 0.364 0.255
H -1.230377 2.141530 -1.846401 0.278 0.247 0.364 0.320
H -0.488505 0.043439 -2.617545 0.148 -0.916 0.353 0.250
H -0.437279 0.781046 1.198754 -0.307 0.285 -0.864 0.300
H -0.117940 -2.239705 1.588127 0.678 0.463 -0.994 0.363
H -1.546839 -1.500111 1.584492 -0.177 0.965 0.624 0.373
H -0.123274 -1.111071 2.752624 -0.818 0.919 0.227 0.421
H 1.787414 -0.970297 0.961330 0.514 -0.048 -0.210 0.303
H 1.856282 0.462793 0.149222 0.269 -0.095 0.033 0.278


17
Properties=species:S:1:pos:R:3:forces:R:3:mulliken_charge:R:1 method="wB97M-V/def2-TZVPD" smiles="CN(C=O)CCN" mol_weight_g_mol=102.137 e_homo_ev=-9.05 relative_energy_ev=2.7182 lumo_energy_ev=0.894 total_energy_ev=-9336.26930
C 0.654361 0.050100 1.786159 1.499 4.358 -0.174 -1.062
N -0.204265 0.556971 0.694329 -0.846 -2.033 -0.706 0.042
C -1.304193 -0.414329 0.361609 1.544 1.634 0.355 0.213
O -1.633077 -1.337158 1.078377 0.544 1.118 -0.734 -0.530
C 0.575610 1.288763 -0.352205 -0.929 0.663 0.899 -0.781
C 1.249084 0.345459 -1.357086 -0.229 -0.086 -1.312 -0.339
N 0.202697 -0.544206 -1.905291 -2.445 4.179 0.942 -0.482
H 1.755122 0.368454 1.726646 -1.340 -0.482 -0.857 0.349
H 0.629483 -0.960287 1.767319 -0.272 -3.169 0.852 0.422
H 0.431718 0.610021 2.700021 -0.666 -0.957 0.314 0.308
H -1.835868 -0.137850 -0.586781 0.295 -0.074 0.883 0.245
H -0.128393 2.072623 -0.833469 1.275 -1.306 0.448 0.204
H 1.324447 1.813645 0.294634 -0.564 0.009 -1.105 0.441
H 1.787254 0.858311 -2.190819 -0.516 0.410 0.629 0.301
H 2.083661 -0.267814 -0.951227 -0.908 0.145 0.392 0.297
H -0.616212 -0.041467 -2.446035 2.802 -1.653 1.114 0.227
H 0.595201 -1.327682 -2.261434 0.759 -2.755 -1.939 0.145